170
Properties=species:S:1:pos:R:3:mulliken_charge:R:1 method="wB97M-V/def2-TZVPD" homo_lumo_gap_ev=5.16 energy_ev=-264793.170 lumo_ev=-4.342 total_charge=+1
C 0.57 -2.73 3.80 -0.4204
C 1.43 -3.65 2.71 -0.4941
S 0.93 -3.14 0.94 0.0021
C -0.79 -3.94 0.59 -0.4266
N -1.19 -3.83 -0.85 0.3494
Br 0.57 -4.22 -1.56 0.0701
C -1.94 -5.08 -1.22 0.2386
B -1.26 -5.98 -2.46 0.4069
N -0.55 -7.34 -2.20 -0.3764
O -1.36 -5.58 -3.91 -0.4694
C -3.51 -4.91 -1.65 -1.0460
I -4.36 -6.75 -2.59 0.0559
N -3.65 -3.83 -2.65 -0.2174
C -3.27 -2.54 -1.97 -0.9837
P -4.65 -1.99 -0.83 0.7718
C -6.24 -3.11 -0.94 -0.9960
C -5.47 -0.31 -1.38 -0.9816
C -1.69 -2.52 -1.41 0.1127
O -0.98 -2.64 -2.73 0.3055
C -0.51 -1.49 -3.38 -0.1988
O -1.28 -0.93 -4.37 -0.5712
C 0.94 -0.69 -3.19 0.5435
C 0.93 0.97 -3.20 -0.2805
C 2.25 1.93 -3.07 -0.0392
C 3.71 1.20 -2.90 -0.6035
C 3.77 -0.47 -2.88 -0.5424
C 2.40 -1.42 -3.02 -0.1427
C -1.41 -1.15 -0.60 -1.2517
Br -2.13 0.56 -1.46 -0.0205
C -1.90 -0.96 0.92 1.4094
C -2.54 0.46 1.40 -0.9753
H 0.76 -1.60 3.48 0.0667
H 0.87 -2.93 4.91 0.3823
H -0.57 -2.99 3.59 0.0112
H 1.30 -4.81 2.89 0.2898
H 2.57 -3.33 2.88 0.2577
H -0.49 -5.07 0.87 0.7596
H -1.59 -3.66 1.39 -0.0128
H -2.02 -5.89 -0.35 0.2163
H 0.11 -7.56 -2.99 0.3609
H -0.08 -7.34 -1.27 0.2067
H -1.88 -6.29 -4.39 0.1946
H -4.10 -4.81 -0.65 0.5015
H -4.60 -3.76 -3.10 0.5185
H -3.24 -1.75 -2.86 0.5647
H -6.49 -3.39 -2.06 0.2838
H -7.16 -2.46 -0.54 0.3925
H -6.13 -4.09 -0.27 0.2556
H -5.33 -0.15 -2.55 0.2478
H -4.98 0.53 -0.73 0.1791
H -6.63 -0.29 -1.13 0.3906
H -0.10 1.49 -3.36 0.0783
H 2.08 3.10 -3.12 0.3826
H 4.68 1.86 -2.84 0.4045
H 4.86 -0.92 -2.78 0.2487
H 2.51 -2.58 -3.03 0.2363
H -0.23 -0.98 -0.61 0.7860
H -2.69 -1.80 1.26 -0.7119
H -0.97 -1.14 1.66 -0.5779
H -3.65 0.67 1.01 0.1233
H -1.83 1.40 1.30 0.2531
H -2.69 0.35 2.58 0.3548
C -0.65 4.36 3.36 -0.2492
C -0.10 2.99 2.98 0.3820
N 0.35 1.86 2.67 -0.5372
H -0.35 4.62 4.38 0.0270
H -0.27 5.12 2.67 0.0584
H -1.75 4.35 3.31 0.3260
C 0.77 4.76 -1.45 0.3175
C 0.69 6.20 -0.97 0.1269
N 0.62 7.39 -0.58 -0.5306
H -0.02 4.16 -0.97 0.1697
H 0.63 4.71 -2.53 -0.4139
H 1.74 4.33 -1.19 0.2155
C 4.48 -1.11 4.51 -0.5756
C 4.07 -2.31 5.34 0.3977
N 3.72 -3.31 6.03 -0.5254
H 5.11 -1.43 3.68 0.2399
H 3.60 -0.60 4.11 0.1351
H 5.04 -0.40 5.13 0.3353
C 2.75 6.54 5.27 -0.6992
C 1.29 6.27 5.63 0.5307
N 0.09 6.04 5.93 -0.6643
H 3.17 5.67 4.76 0.3012
H 2.81 7.41 4.61 0.1652
H 3.32 6.74 6.18 0.3628
C -7.93 -7.82 -5.08 -0.6504
C -8.01 -6.38 -4.60 0.3838
N -8.08 -5.18 -4.21 -0.4593
H -8.72 -8.42 -4.60 0.2647
H -8.07 -7.87 -6.16 0.2796
H -6.96 -8.25 -4.82 0.1958
C 0.19 9.66 3.42 -0.8239
C 0.74 8.30 3.04 0.5684
N 1.20 7.16 2.73 -0.5438
H 0.50 9.92 4.44 0.2194
H 0.57 10.42 2.73 0.2738
H -0.90 9.65 3.37 0.3172
C 6.83 0.86 -0.77 -0.0519
C 6.41 -0.35 0.06 0.3060
N 6.07 -1.35 0.74 -0.5745
H 7.46 0.53 -1.61 0.1566
H 5.94 1.36 -1.17 -0.3203
H 7.39 1.56 -0.15 0.4020
C -7.78 3.34 -3.19 -0.7504
C -7.61 2.51 -1.93 0.4788
N -7.46 1.83 -0.88 -0.5288
H -6.80 3.58 -3.62 0.2429
H -8.36 2.78 -3.93 0.2679
H -8.30 4.28 -2.96 0.2984
C -0.53 4.57 -5.83 -0.7116
C 0.38 5.36 -4.90 0.5448
N 1.13 6.01 -4.13 -0.5049
H -0.86 3.65 -5.34 0.1621
H -1.41 5.17 -6.09 0.3056
H 0.00 4.32 -6.75 0.2959
C -3.97 -4.39 3.68 -0.5710
C -4.40 -3.05 3.11 0.6116
N -4.75 -1.93 2.64 -0.5612
H -4.15 -5.18 2.95 0.2697
H -2.90 -4.37 3.93 0.3018
H -4.54 -4.61 4.59 -0.0434
C 5.72 5.04 -1.70 -0.6049
C 5.89 4.21 -0.44 0.4916
N 6.04 3.52 0.61 -0.5177
H 6.70 5.27 -2.13 0.3340
H 5.14 4.48 -2.44 0.1590
H 5.20 5.97 -1.47 0.1968
C 3.25 10.10 -0.87 -0.4670
C 3.64 10.86 0.39 0.3829
N 3.97 11.49 1.43 -0.4932
H 3.10 10.80 -1.69 0.2790
H 4.03 9.38 -1.13 0.1832
H 2.31 9.55 -0.69 0.1178
C 2.33 -10.82 -2.82 -0.7295
C 1.90 -9.48 -3.38 0.4162
N 1.55 -8.37 -3.86 -0.6517
H 2.15 -11.61 -3.55 0.2753
H 3.40 -10.80 -2.57 0.2773
H 1.76 -11.04 -1.91 0.2633
C 0.82 0.88 6.53 -0.6314
C 2.15 1.41 6.02 0.4472
N 3.26 1.84 5.60 -0.5553
H 0.22 0.52 5.69 0.1199
H 0.98 0.06 7.23 0.3321
H 0.27 1.68 7.04 0.3144
C 0.13 -5.16 -6.90 -0.0992
C -0.01 -6.31 -7.87 0.1696
N -0.14 -7.27 -8.68 -0.4332
H -0.05 -4.21 -7.41 0.3300
H -0.58 -5.26 -6.08 -0.1795
H 1.15 -5.14 -6.48 0.2571
C 3.83 11.72 4.78 -0.7274
C 3.41 10.52 5.61 0.4288
N 3.07 9.52 6.29 -0.4992
H 4.46 11.40 3.94 0.2523
H 2.94 12.23 4.38 0.2518
H 4.39 12.43 5.40 0.3292
C 8.63 -2.68 -2.48 -0.8033
C 8.20 -1.34 -3.05 0.5620
N 7.85 -0.22 -3.52 -0.5474
H 8.45 -3.47 -3.21 0.3013
H 9.70 -2.66 -2.23 0.3128
H 8.06 -2.90 -1.57 0.2417
C -5.65 -5.12 7.77 -0.7248
C -4.69 -5.69 6.75 0.5154
N -3.88 -6.17 5.91 -0.5331
H -5.11 -4.53 8.52 0.2696
H -6.38 -4.47 7.27 0.2815
H -6.18 -5.93 8.28 0.2846

=====

149
Properties=species:S:1:pos:R:3:mulliken_charge:R:1 method="wB97M-V/def2-TZVPD" spin_multiplicity=4 homo_lumo_gap_ev="5.43 / 5.61" energy_ev=-313421.884 lumo_ev="-3.333 / -3.340" relative_energy_kj_mol=159.6 total_charge=+1
Co 0.61 -1.48 -0.61 0.2927
O -1.55 -3.77 4.45 -0.5552
C -1.15 -2.99 3.43 0.4787
C -2.01 -2.57 2.41 -0.9420
C -1.48 -1.81 1.40 -0.9015
N -0.18 -1.44 1.34 1.4888
C 0.60 -1.82 2.35 -0.8778
Br 2.36 -1.20 2.33 0.1346
C 0.17 -2.60 3.41 -0.5746
H -2.48 -3.99 4.37 0.3479
H -3.06 -2.84 2.39 0.4559
H -2.10 -1.49 0.58 0.1700
H 0.85 -2.89 4.20 0.6189
C 2.74 4.08 2.36 -1.7436
C 2.12 3.75 3.73 2.9152
C 2.28 4.97 4.66 -1.8698
C 2.95 2.59 4.31 -1.9777
Si 0.27 3.29 3.58 -1.4853
Br 0.21 2.01 1.66 -0.0156
C -0.36 2.12 4.96 2.8209
C -1.88 1.94 4.89 -2.1728
C -0.02 2.72 6.34 -1.6928
C 0.25 0.72 4.87 -1.6985
C -0.87 4.78 3.22 2.7684
C -1.11 5.62 4.49 -1.6942
C -0.24 5.67 2.14 -2.1412
C -2.25 4.36 2.69 -1.2383
H 3.78 4.41 2.53 0.5912
H 2.23 4.88 1.83 0.2501
H 2.78 3.21 1.71 0.1317
H 3.35 5.14 4.84 0.5730
H 1.81 4.82 5.64 0.2988
H 1.88 5.88 4.23 0.3420
H 4.00 2.89 4.33 0.6309
H 2.88 1.69 3.70 0.2421
H 2.67 2.33 5.33 0.3195
H -2.43 2.85 5.13 0.3294
H -2.18 1.18 5.62 0.6704
H -2.20 1.58 3.90 0.2306
H -0.47 3.71 6.49 0.3356
H 1.05 2.82 6.50 0.2997
H -0.41 2.06 7.13 0.5147
H 0.04 0.25 3.90 -0.0899
H -0.20 0.09 5.65 0.5900
H 1.33 0.70 5.02 0.3945
H -0.19 6.00 4.92 0.2809
H -1.64 5.05 5.26 0.3430
H -1.74 6.48 4.24 0.5111
H 0.69 6.14 2.47 0.3722
H -0.94 6.48 1.90 0.6175
H -0.03 5.12 1.22 0.2973
H -2.87 3.88 3.45 0.2816
H -2.16 3.67 1.85 -0.5291
H -2.79 5.25 2.35 0.7324
C -6.06 0.47 1.26 -0.9946
C -4.98 1.03 1.92 -0.6266
C -3.80 1.27 1.23 0.3961
C -3.71 0.97 -0.14 0.6710
C -4.81 0.42 -0.80 -0.2521
C -5.98 0.16 -0.10 -0.6129
Si -2.14 1.31 -0.96 -0.3706
C -1.86 2.80 -1.95 1.1979
C -1.94 4.03 -1.28 -0.7788
C -1.66 5.21 -1.96 -0.6214
C -1.33 5.17 -3.30 -0.8628
C -1.27 3.96 -3.97 -0.7766
C -1.53 2.77 -3.30 0.2441
H -6.98 0.27 1.80 0.4147
H -5.04 1.27 2.97 0.5625
H -2.96 1.70 1.75 -0.3496
H -4.77 0.19 -1.85 0.3353
H -6.83 -0.27 -0.61 0.5007
H -0.97 0.52 -0.52 0.1053
H -2.21 4.08 -0.23 0.4307
H -1.72 6.15 -1.43 0.4961
H -1.12 6.09 -3.83 0.4073
H -1.01 3.93 -5.02 0.4875
H -1.47 1.84 -3.85 0.2992
C 6.95 -2.27 -1.71 -1.7235
C 5.59 -1.66 -1.44 -0.0537
C 5.43 -0.29 -1.40 -0.8788
C 4.17 0.27 -1.17 0.1191
C 3.98 1.76 -1.07 -1.7573
C 3.11 -0.59 -0.99 1.3847
C 3.21 -1.99 -1.01 -0.2981
C 4.49 -2.51 -1.24 -0.5910
N 2.02 -2.70 -0.77 0.9244
C 1.92 -4.16 -0.74 0.6586
C 0.45 -4.49 -0.44 -1.1838
C 0.21 -6.00 -0.37 0.5441
C 0.60 -6.63 -1.72 -1.5238
C 2.07 -6.34 -2.00 0.3179
C 2.94 -6.92 -0.87 -1.2035
C 2.55 -6.29 0.47 0.2844
C 1.07 -6.59 0.75 -1.4283
C 2.75 -4.77 0.40 -0.9761
C 2.29 -4.83 -2.08 -0.9016
H 7.72 -1.51 -1.74 0.3980
H 6.95 -2.79 -2.67 0.3261
H 7.21 -3.00 -0.94 0.3421
H 6.29 0.37 -1.55 0.3615
H 4.68 2.29 -1.72 0.4511
H 4.16 2.11 -0.04 0.2363
H 2.96 2.06 -1.34 0.2948
H 2.13 -0.13 -0.79 0.5872
H 4.66 -3.57 -1.27 0.6983
H -0.19 -4.04 -1.21 0.1242
H 0.18 -4.04 0.53 -0.5949
H -0.85 -6.19 -0.17 0.3856
H -0.02 -6.21 -2.51 0.5143
H 0.41 -7.71 -1.70 0.5141
H 2.36 -6.80 -2.95 0.2832
H 4.00 -6.73 -1.08 0.5168
H 2.81 -8.01 -0.82 0.5176
H 3.17 -6.70 1.26 0.3516
H 0.78 -6.16 1.71 0.3585
H 0.91 -7.67 0.81 0.5170
H 3.81 -4.54 0.28 0.5625
H 2.43 -4.31 1.35 0.1311
H 1.66 -4.39 -2.87 0.1997
H 3.33 -4.61 -2.34 0.4736
C -4.89 0.29 -4.36 -0.9619
C -4.58 -1.10 -3.80 -1.0076
C -3.09 -1.43 -3.84 -0.4335
C -2.21 -0.74 -2.77 0.7055
Ge -0.25 -1.25 -2.82 0.1572
C 0.76 -0.19 -4.16 -0.6555
C 0.36 -0.46 -5.62 -0.9974
C -0.78 0.41 -6.14 0.9379
C -1.25 0.02 -7.53 -1.7115
H -5.96 0.53 -4.28 0.3561
H -4.62 0.34 -5.42 0.3588
H -4.34 1.08 -3.85 0.0718
H -5.14 -1.85 -4.38 0.4782
H -4.95 -1.19 -2.77 0.3832
H -2.71 -1.19 -4.83 0.1602
H -2.95 -2.51 -3.71 0.4668
H -2.58 -1.01 -1.77 0.5351
H -2.31 0.38 -2.87 -1.1641
H -0.30 -2.60 -3.59 -0.1928
H 1.79 -0.53 -3.98 0.4879
H 0.76 0.88 -3.94 0.3780
H 0.09 -1.51 -5.74 0.2729
H 1.23 -0.30 -6.28 0.5058
H -0.45 1.46 -6.15 0.2035
H -1.63 0.36 -5.44 -0.5379
H -0.43 0.10 -8.26 0.4171
H -2.07 0.64 -7.88 0.4078
H -1.59 -1.02 -7.55 0.3394